Entry 1:
C30H31BrN5O2Tl as an isolated structure in a non-equilibrium geometry. Source: OMol25; level of theory: ωB97M-V/def2-TZVPD.

Cartesian coordinates (Å):
Tl 0.0415 0.4661 -1.4387
C 1.1044 -2.2312 2.5083
C 1.9412 -2.8751 1.3965
C 2.0065 -2.0871 0.0693
N 0.6727 -1.7931 -0.4329
C -0.0702 -2.7803 -0.8793
C 0.4364 -4.0290 -1.3250
C -0.1850 -5.2427 -1.5566
C -1.4500 -5.6569 -1.1647
C -2.4168 -4.8444 -0.5801
C -2.4682 -3.4697 -0.5296
C -1.5295 -2.4880 -0.9857
N -1.8534 -1.2840 -1.3393
C -3.2403 -0.9386 -1.5458
C -3.8974 -0.2078 -0.3577
C -3.4598 1.2543 -0.1745
N -2.1014 1.3556 0.3204
C -1.8555 1.5447 1.5435
C -2.7888 1.7567 2.6626
C -2.6973 2.8187 3.4675
C -1.8102 3.9689 3.2790
C -0.6436 4.0747 2.6387
C 0.2237 2.9659 2.0919
C -0.4156 1.5523 1.9647
N 0.1879 0.4819 2.1558
C 1.5570 0.2976 2.5349
C 1.7617 -1.0492 3.2349
H 0.8776 -2.9999 3.2507
H 0.1590 -1.9023 2.0801
H 1.5047 -3.8529 1.1771
H 2.9643 -3.0404 1.7488
H 2.6115 -2.6844 -0.6236
H 2.5329 -1.1468 0.2152
H 1.4928 -4.0058 -1.5707
H 0.4374 -5.9987 -2.0243
H -1.6887 -6.7062 -1.2900
H -3.2828 -5.3559 -0.1710
H -3.3636 -3.0504 -0.0827
H -3.8449 -1.8245 -1.7749
H -3.2857 -0.2773 -2.4193
H -3.6889 -0.7578 0.5646
H -4.9785 -0.2090 -0.5167
H -4.1643 1.7656 0.4915
H -3.4851 1.7452 -1.1501
H -3.5526 1.0063 2.8344
H -3.4149 2.9173 4.2730
H -2.1941 4.8882 3.7085
H -0.1931 5.0574 2.5580
H 1.0744 2.8304 2.7779
H 1.9305 1.1176 3.1699
H 2.1379 0.3563 1.6098
H 1.3448 -0.9775 4.2440
H 2.8356 -1.2230 3.3344
Br 2.8536 3.6945 -2.8544
C 2.7595 1.9280 -3.5957
C 2.3626 1.8172 -4.9170
C 2.2560 0.5548 -5.4791
C 2.5705 -0.5672 -4.7249
C 3.0011 -0.4249 -3.4155
C 3.0900 0.8301 -2.8188
C 3.4858 0.9302 -1.3401
O 4.6273 0.6169 -1.0294
O 2.5344 1.3222 -0.5895
H 2.1366 2.7020 -5.4963
H 1.9324 0.4503 -6.5063
H 2.4836 -1.5547 -5.1593
H 3.2848 -1.2931 -2.8346
N 0.9293 3.0036 -0.3362
C 0.7931 3.2333 0.7933
H 1.6055 3.1800 -1.1019

Calculated values
Electronic energy: -117889.193 eV
Net charge: 0
Max |F|: 2.37 eV/A
Energy above the lowest of the compared OMol25 structures with the same formula, charge and spin: 220.51 kJ/mol
Kohn-Sham gap: 4.76 eV



Entry 2:
C30H31Cl3N3O2SbSe4Tc as an isolated structure in a non-equilibrium geometry. Source: OMol25; level of theory: ωB97M-V/def2-TZVPD.

Cartesian coordinates (Å):
Tc -16.9044 -0.8972 7.8750
C -17.9793 -1.3442 1.9211
C -18.6405 -0.0290 1.8759
C -19.5561 0.2055 0.8032
C -20.2816 1.3735 0.7198
C -20.1152 2.3860 1.6572
C -19.1635 2.2035 2.6690
C -18.4986 1.0156 2.7993
N -17.5122 0.7132 3.8169
C -17.6868 0.0897 4.9843
N -18.9306 -0.3473 5.3634
C -19.0342 -1.6696 5.8807
C -18.1193 -2.1934 6.7734
C -18.2093 -3.5769 6.9926
C -19.2570 -4.3374 6.5345
C -20.1785 -3.7624 5.6446
C -20.0581 -2.4267 5.3894
C -21.1394 -1.8508 4.3945
N -16.6959 -0.0883 5.8550
C -15.4131 0.1153 5.1807
C -14.7034 1.3063 5.2717
C -13.4543 1.4021 4.7465
C -12.8923 0.3738 4.0146
C -13.6479 -0.7776 3.7709
C -14.8607 -1.0004 4.4219
C -15.5940 -2.3149 4.3622
H -18.2275 -2.0490 1.1445
H -18.1019 -1.9857 2.8561
H -16.8841 -1.2333 1.8353
H -19.6832 -0.5933 0.0547
H -21.0540 1.4612 -0.0715
H -20.7267 3.2584 1.5567
H -18.9352 2.9228 3.4614
H -16.6683 1.2274 3.7352
H -19.6571 -0.0329 4.8186
H -17.4679 -4.0818 7.6775
H -19.3971 -5.3908 6.8601
H -21.0207 -4.3164 5.2782
H -21.8873 -2.5925 4.2470
H -20.5814 -1.7372 3.3868
H -21.5360 -0.9290 4.6712
H -15.1936 2.1047 5.8038
H -12.9045 2.2898 4.9971
H -11.9415 0.4491 3.5694
H -13.3387 -1.6074 3.2019
H -15.2428 -2.8043 3.4673
H -16.6744 -2.2618 4.4146
H -15.3019 -2.9501 5.2580
Se -20.6535 1.7749 11.4274
Sb -20.5812 0.3919 9.5538
Se -18.5047 1.1002 8.2387
Se -17.6489 -1.7977 9.6530
Se -21.9783 -0.7564 8.1363
Cl -12.2669 -1.3354 6.4812
C -12.9342 -0.6774 7.9643
Cl -12.2569 0.9229 8.2324
Cl -12.4931 -1.6722 9.3856
C -14.4182 -0.7070 7.8920
O -15.1394 0.2417 8.3284
O -15.0390 -1.7800 7.5174
C -15.9995 4.2090 11.8308
C -15.4695 3.1761 10.8249
C -14.5348 3.7151 9.7144
C -14.7508 1.8621 11.4445
C -16.6556 2.5718 10.1150
C -17.5285 2.0379 9.4603
H -15.1840 4.8783 12.1183
H -16.4291 3.7781 12.7187
H -16.6963 4.8946 11.3208
H -13.5807 3.9574 10.2212
H -14.8957 4.7161 9.3536
H -14.4817 2.9159 8.9784
H -13.8420 2.1436 12.0095
H -14.5601 1.2324 10.5676
H -15.3957 1.3576 12.1363

Calculated values
Electronic energy: -347858.996 eV
Net charge: +1
Max |F|: 4.28 eV/A
Kohn-Sham gap (spin up / spin down): 5.70 / 5.70 eV



Entry 3:
C30H31GeMgO3P as an isolated structure. Source: OMol25; level of theory: ωB97M-V/def2-TZVPD.

Cartesian coordinates (Å):
Mg 0.3309 0.8148 1.3136
C 4.8551 1.6833 0.9510
C 3.3681 1.9588 0.9705
O 2.5538 0.9187 1.0535
C 2.9265 3.2955 0.8179
C 3.8565 4.3506 0.6090
C 3.4768 5.6776 0.4788
C 2.1294 6.0131 0.5435
C 1.1803 5.0118 0.7291
C 1.5140 3.6511 0.8616
O 0.5710 2.7796 1.0105
H 5.0726 0.6668 1.2706
H 5.4045 2.3598 1.6149
H 5.2915 1.8111 -0.0512
H 4.9120 4.1177 0.5341
H 4.2313 6.4417 0.3190
H 1.8141 7.0472 0.4425
H 0.1224 5.2453 0.7728
C -1.7027 0.2844 1.3760
Ge -2.3465 -0.5474 -0.1604
C -4.3381 -0.7298 -0.5157
C -5.0097 -1.9428 -0.6521
C -6.3814 -2.0027 -0.8802
C -7.1214 -0.8340 -0.9801
C -6.4744 0.3897 -0.8457
C -5.1069 0.4324 -0.6147
C -1.8964 0.1865 -2.0094
C -2.4555 -0.3394 -3.1775
C -2.1267 0.1540 -4.4337
C -1.2335 1.2136 -4.5489
C -0.6837 1.7659 -3.4010
C -1.0127 1.2520 -2.1506
C -1.7672 -2.4671 -0.2756
C -1.0988 -3.0254 -1.3649
C -0.6363 -4.3366 -1.3443
C -0.8349 -5.1307 -0.2235
C -1.4929 -4.5934 0.8769
C -1.9453 -3.2816 0.8458
H -4.4483 -2.8699 -0.5829
H -6.8712 -2.9666 -0.9814
H -8.1908 -0.8734 -1.1595
H -7.0397 1.3134 -0.9190
H -4.6195 1.3964 -0.5020
H -3.1707 -1.1546 -3.1018
H -2.5705 -0.2831 -5.3232
H -0.9745 1.6082 -5.5260
H 0.0049 2.6011 -3.4712
H -0.5795 1.7041 -1.2610
H -0.9226 -2.4218 -2.2493
H -0.1137 -4.7362 -2.2080
H -0.4743 -6.1538 -0.2030
H -1.6432 -5.1957 1.7671
H -2.4270 -2.8605 1.7224
C 3.5871 -0.0035 3.4348
P 2.7372 -1.0184 2.1796
C 3.8192 -1.5349 0.8083
C 2.8443 -2.6081 3.1286
O 1.2553 -0.9320 1.9643
H 4.6196 -0.3474 3.5299
H 3.0830 -0.1946 4.3846
H 3.5711 1.0601 3.2178
H 4.7902 -1.8391 1.2047
H 3.9301 -0.7737 0.0465
H 3.3384 -2.4134 0.3719
H 3.8603 -2.8565 3.4507
H 2.4570 -3.4185 2.5099
H 2.2017 -2.5202 4.0048

Calculated values
Electronic energy: -109004.127 eV
Net charge: -2
Max |F|: 0.72 eV/A
Kohn-Sham gap (spin up / spin down): 4.58 / 4.00 eV



Entry 4:
A 4-piece molecular cluster, C30H32BF4I2N2O6 overall in a non-equilibrium geometry. Source: OMol25; level of theory: ωB97M-V/def2-TZVPD.

Cartesian coordinates (Å):
C 1.1842 2.1336 5.9815
C 1.1929 0.5860 5.7548
O 0.4726 -0.0865 6.4363
O 2.0346 0.0460 4.8081
C 1.9042 0.7071 3.5278
C 2.4434 -0.1509 2.2910
C 2.7718 0.9793 1.2115
C 1.6899 2.0982 1.0892
O 2.0448 3.2179 0.9303
F 0.3237 1.8851 1.1867
C 3.9043 -0.7490 2.5908
O 4.2064 -1.3437 3.6295
O 4.7937 -0.6312 1.6388
N 1.5853 -1.2410 1.8456
B 0.9110 -1.2028 0.5424
O 1.7165 -1.3314 -0.6383
N -0.5296 -1.0706 0.3035
C -1.2959 -0.7550 1.5301
C -0.8310 -0.1581 -0.8213
C 1.4643 -2.4182 2.6182
I 0.0654 -2.6608 4.2898
C 2.1857 -3.5478 2.3557
C 2.0219 -4.8518 3.2108
I 3.5925 -3.7192 0.7392
H 0.2061 2.3696 6.4750
H 1.9922 2.4011 6.7011
H 1.2333 2.7400 5.0485
H 2.5566 1.6253 3.5816
H 0.8187 0.9713 3.4028
H 3.6559 1.5034 1.6567
H 3.1399 0.5733 0.2468
H 1.2743 -1.9897 -1.2041
H -0.7350 -0.1783 2.3015
H -2.2351 -0.1687 1.3272
H -1.6550 -1.7335 1.9449
H 0.0430 0.4776 -1.1327
H -1.1996 -0.6998 -1.7381
H -1.6401 0.5768 -0.5750
H 0.9778 -5.2486 3.1811
H 2.7475 -5.6403 2.9057
H 2.2537 -4.6125 4.2848
F 1.2049 -0.2647 -3.3240
C 2.3849 0.3435 -3.5482
C 2.5696 1.0361 -4.7318
C 3.7832 1.6694 -4.9673
C 4.7999 1.5939 -4.0228
C 4.6030 0.8905 -2.8396
C 3.3870 0.2652 -2.5953
H 1.7682 1.0769 -5.4598
H 3.9362 2.2210 -5.8875
H 5.7480 2.0850 -4.2099
H 5.3970 0.8284 -2.1050
H 3.2148 -0.2785 -1.6766
F -2.8618 1.6098 -2.1604
C -2.4872 2.3180 -3.2393
C -1.9176 1.6609 -4.3144
C -1.5344 2.3915 -5.4310
C -1.7155 3.7698 -5.4548
C -2.2846 4.4174 -4.3650
C -2.6785 3.6872 -3.2515
H -1.7768 0.5877 -4.2735
H -1.0939 1.8869 -6.2824
H -1.4117 4.3393 -6.3254
H -2.4215 5.4918 -4.3823
H -3.1312 4.1733 -2.3963
F -3.2434 -2.5692 0.3922
C -4.5647 -2.3908 0.2715
C -5.0380 -1.3575 -0.5178
C -6.4084 -1.1747 -0.6473
C -7.2882 -2.0189 0.0212
C -6.7987 -3.0497 0.8148
C -5.4288 -3.2415 0.9374
H -4.3364 -0.7051 -1.0242
H -6.7908 -0.3738 -1.2685
H -8.3576 -1.8721 -0.0774
H -7.4847 -3.7046 1.3386
H -5.0290 -4.0443 1.5442

Calculated values
Electronic energy: -74643.836 eV
Net charge: -1
Max |F|: 4.03 eV/A
Kohn-Sham gap: 6.86 eV



Entry 5:
C30H32BrN7O2SSeV as an isolated structure. Source: OMol25; level of theory: ωB97M-V/def2-TZVPD.

Cartesian coordinates (Å):
V 0.5164 0.5394 0.3682
O 3.8027 1.6264 2.5530
C 3.4448 1.2448 3.8001
C 4.4204 1.3141 4.7948
C 4.1259 0.9403 6.0904
C 2.8482 0.5025 6.4261
C 1.8844 0.4463 5.4399
C 2.1617 0.7959 4.1181
C 1.0526 0.6325 3.1099
O 1.2449 1.3192 1.9068
N 0.9286 -0.8184 2.8074
N 0.2800 -1.0984 1.6598
C -0.2433 -2.2341 1.3997
C -0.7977 -2.5420 0.0831
Br -0.8402 -1.1168 -1.1931
C -1.2712 -3.7614 -0.2035
C -1.8126 -4.3133 -1.4488
C -2.8414 -5.2528 -1.3439
C -3.4001 -5.8117 -2.4807
C -2.9135 -5.4582 -3.7314
C -1.8661 -4.5549 -3.8421
C -1.3150 -3.9800 -2.7091
H 3.0016 1.5809 2.0034
H 5.4051 1.6643 4.5182
H 4.8957 0.9993 6.8481
H 2.6133 0.2237 7.4432
H 0.8770 0.1349 5.7015
H 0.1098 0.9953 3.5547
H 0.7126 -1.4244 3.5907
H -0.2357 -3.0446 2.1264
H -1.2621 -4.4514 0.6369
H -3.2061 -5.5397 -0.3653
H -4.2035 -6.5299 -2.3922
H -3.3394 -5.9010 -4.6218
H -1.4692 -4.3060 -4.8169
H -0.4740 -3.3082 -2.8085
Se 2.6951 -0.3487 -0.3958
C 2.6255 -0.6848 -2.2859
C 1.8255 0.0023 -3.1940
C 1.8447 -0.3283 -4.5410
C 2.6668 -1.3435 -5.0057
C 3.4734 -2.0272 -4.1064
C 3.4517 -1.7024 -2.7595
H 1.1823 0.8043 -2.8614
H 1.2142 0.2187 -5.2308
H 2.6832 -1.5963 -6.0571
H 4.1243 -2.8197 -4.4513
H 4.0818 -2.2484 -2.0685
C -4.5723 0.8805 2.8466
N -3.3500 1.3101 2.1890
C -2.8733 2.5953 2.0887
C -1.7179 2.5170 1.3796
N -1.4799 1.2068 1.0393
C -2.4773 0.5138 1.5533
H -5.4356 1.3362 2.3661
H -4.5453 1.1544 3.8993
H -4.6475 -0.2005 2.7609
H -3.3921 3.4303 2.5238
H -1.0373 3.3020 1.0990
H -2.6198 -0.5509 1.4613
C -2.7471 4.6206 -2.6098
C -1.7239 3.7638 -3.3503
C -0.5843 3.3730 -2.4662
N -0.5636 2.2985 -1.7648
N 0.5603 2.2196 -0.9634
C 1.4043 3.2086 -1.1410
N 2.5933 3.2570 -0.5162
S 0.8168 4.3855 -2.2548
H -3.5663 4.8881 -3.2742
H -2.2988 5.5441 -2.2420
H -3.1569 4.0794 -1.7574
H -1.3414 4.2939 -4.2251
H -2.1767 2.8391 -3.7102
H 2.9498 2.3557 -0.2090
H 3.2792 3.9394 -0.7883

Calculated values
Electronic energy: -218063.145 eV
Net charge: +1
Max |F|: 0.71 eV/A
Spin multiplicity: 3
Energy above the lowest of the compared OMol25 structures with the same formula, charge and spin: 51.70 kJ/mol
Kohn-Sham gap (spin up / spin down): 6.82 / 7.07 eV
⟨S²⟩: 2.02



Entry 6:
C30H32ClN3PtSSi2 as an isolated structure in a non-equilibrium geometry. Source: OMol25; level of theory: ωB97M-V/def2-TZVPD.

Cartesian coordinates (Å):
C -0.8199 0.0063 0.4980
C -1.1114 0.4103 -0.8766
C -1.0728 -0.8124 -1.6787
H -1.6346 1.3024 -1.1993
C -0.7969 -1.9052 -0.7969
C -0.6786 -1.4023 0.5263
H -0.6221 -2.0338 1.4110
H -0.9745 0.6178 1.3755
H -1.4354 -0.9149 -2.7013
H -0.7781 -2.9574 -1.0986
Pt 0.9959 0.3738 -1.5553
Si 1.6777 0.3763 -3.8987
C 0.3742 1.8081 -4.1802
C 0.8578 3.0813 -4.4490
H 1.9169 3.3005 -4.3755
C -0.0415 4.0945 -4.8007
H 0.3207 5.0836 -5.1180
C -1.4333 3.8774 -4.7319
H -2.1502 4.6813 -4.9984
C -1.9336 2.6366 -4.2872
H -3.0163 2.4531 -4.1427
C -1.0102 1.6265 -4.0058
H -1.4059 0.6647 -3.6961
C 0.4421 -1.1672 -4.3639
C -0.6471 -0.9700 -5.2760
H -1.0047 0.0205 -5.6197
C -1.4555 -2.0604 -5.6045
H -2.2367 -1.9246 -6.3350
C -1.2131 -3.2877 -5.0096
H -1.9061 -4.1025 -5.1801
C -0.1686 -3.4885 -4.1121
H 0.0464 -4.4892 -3.7355
C 0.6199 -2.3916 -3.7291
H 1.3370 -2.5203 -2.9261
H 2.3908 1.4822 -1.8426
Si 1.0920 -0.0382 -6.5997
C 1.2300 -1.5251 -7.6442
C 0.5083 -1.7645 -8.8327
H 0.0986 -0.9386 -9.4274
C 0.2805 -3.0974 -9.2363
H -0.3689 -3.3037 -10.1027
C 0.9020 -4.1529 -8.5525
H 0.7597 -5.1727 -8.9082
C 1.6776 -3.8977 -7.4185
H 2.0859 -4.7202 -6.8447
C 1.9310 -2.5909 -7.0441
H 2.6085 -2.3801 -6.2297
C 0.6000 1.4835 -7.5643
C -0.7731 1.5595 -7.8557
H -1.4126 0.7005 -7.6695
C -1.3457 2.7260 -8.3532
H -2.4295 2.7763 -8.4754
C -0.5278 3.8328 -8.6047
H -0.9788 4.7611 -8.9457
C 0.8642 3.7313 -8.4679
H 1.4958 4.5905 -8.7195
C 1.4258 2.5674 -7.9341
H 2.5019 2.5153 -7.7889
H 2.3998 1.4583 -2.7087
Cl 3.5530 -0.5110 -4.4161
N 1.1460 1.7554 0.0475
N 1.4488 1.1660 1.3199
C 2.0972 -0.0387 1.2741
N 2.5532 -0.4065 2.4721
S 2.0085 -1.0705 -0.0396
H 0.3501 2.3872 0.1692
H 1.9105 2.4052 -0.1650
H 1.8211 1.8206 2.0071
H 2.9973 -1.2927 2.6500
H 2.4942 0.2368 3.2512

Calculated values
Electronic energy: -78449.418 eV
Net charge: 0
Max |F|: 5.38 eV/A
Spin multiplicity: 3
Energy above the lowest of the compared OMol25 structures with the same formula, charge and spin: 663.02 kJ/mol
Kohn-Sham gap (spin up / spin down): 4.36 / 4.40 eV
⟨S²⟩: 2.03